[1]
Molecular formula: C18H56F6N12O10P
Method: DFT, ωB97M-V/def2-TZVPD

The geometry in XYZ format:
```
103
Properties=species:S:1:pos:R:3:forces:R:3
P 0.84079 -0.62122 0.91137 0.7 1.1 1.4
F 0.12092 0.51042 0.02156 0.3 -0.4 -0.3
F 2.19782 0.26176 0.98139 -0.1 -0.2 -0.5
F 0.37656 0.15274 2.28524 -0.7 -0.1 -0.6
F 1.51808 -1.70807 1.91857 -0.1 -0.5 -0.6
F -0.52274 -1.46429 0.82738 0.0 -0.4 0.3
F 1.42688 -1.39344 -0.37411 0.1 0.2 0.1
C -1.44641 -2.84014 4.01625 0.1 0.4 -0.6
O -2.20644 -3.32647 4.83469 0.0 -0.1 -0.1
N -0.77435 -3.57314 3.06620 -0.1 -0.3 0.1
N -1.19339 -1.50206 3.92141 -0.2 0.3 0.5
H -1.08630 -4.50593 2.87423 0.1 -0.1 0.2
H -0.08522 -3.14640 2.47894 0.0 0.0 -0.1
H -1.70039 -0.91514 4.55988 0.1 0.0 0.1
H -0.63343 -1.04018 3.21664 -0.3 -0.4 0.3
C 4.58803 -1.68850 -2.01795 2.1 -0.3 0.2
O 5.50776 -1.46804 -2.79423 -0.6 0.1 -0.2
N 4.36060 -0.91661 -0.92089 -0.7 0.4 0.6
N 3.88219 -2.86360 -2.04399 -0.9 0.2 0.0
H 4.99762 -0.18450 -0.66416 0.2 0.0 -0.5
H 3.45642 -0.85196 -0.48781 0.1 -0.2 0.0
H 4.11858 -3.54358 -2.74104 0.1 0.1 0.0
H 3.44225 -3.16556 -1.19349 0.0 -0.1 -0.1
C -0.46906 -4.07280 -2.03443 -0.6 -0.3 -0.3
O -0.87309 -4.83144 -2.89994 0.4 0.1 -0.1
N 0.11400 -2.86040 -2.27084 0.2 0.3 0.1
N -0.61193 -4.34686 -0.69846 0.3 0.4 0.8
H 0.56492 -2.33754 -1.53059 -0.2 -0.4 -0.4
H 0.37562 -2.60599 -3.20480 -0.1 -0.4 -0.1
H -0.58112 -3.58059 -0.04616 0.1 0.0 0.0
H -1.06340 -5.17699 -0.36592 -0.2 -0.1 -0.5
C 2.57980 3.11062 3.30279 -0.6 0.4 -1.9
O 2.90100 4.19175 3.76560 -0.1 -0.3 0.5
N 1.30579 2.79801 2.88042 -0.4 0.3 0.7
N 3.49011 2.17521 2.86840 0.4 -0.1 1.0
H 0.96062 1.85480 2.76226 0.5 0.3 0.0
H 0.59599 3.51518 2.93776 0.1 0.0 0.2
H 3.19909 1.53816 2.15180 0.2 0.0 -0.2
H 4.44056 2.50095 2.91103 0.0 -0.2 -0.2
C 2.95325 1.07840 -4.05719 0.3 -0.8 0.1
O 3.81825 1.92969 -4.16151 -0.4 0.2 -0.2
N 2.41238 0.74731 -2.84524 0.6 0.7 -0.3
N 2.53053 0.30041 -5.10034 -0.3 0.0 -0.8
H 1.63825 0.13393 -2.68715 0.0 0.0 0.1
H 2.87973 1.27919 -2.13122 -0.5 -0.3 0.5
H 2.68877 0.60376 -6.04351 0.3 0.2 0.1
H 1.94753 -0.51024 -5.01412 -0.1 0.1 0.4
C 5.37876 -1.75314 2.07904 -1.0 0.1 0.1
O 6.56252 -1.56283 1.87370 -0.1 -0.2 -0.1
N 4.56514 -0.81779 2.66407 0.7 0.5 0.1
N 4.68510 -2.88955 1.74443 0.7 -0.1 0.0
H 5.03687 0.01732 2.96065 -0.2 0.0 0.2
H 3.60594 -0.94565 2.92529 0.0 -0.1 -0.1
H 5.19523 -3.58406 1.23121 -0.2 -0.1 0.0
H 3.69795 -2.94750 1.90499 0.0 -0.2 -0.1
C -4.62444 -2.71472 1.72073 0.5 0.3 0.2
C -4.15550 -2.60476 0.24866 -1.8 0.1 1.2
C -5.36430 -2.74630 -0.65937 0.6 -0.7 -0.9
O -3.64135 -1.29976 -0.03579 0.9 -0.6 0.1
H -5.39738 -3.46340 1.90222 -0.1 0.0 -0.4
H -4.99843 -1.74256 2.04540 -0.1 0.0 0.0
H -3.80783 -3.00499 2.38817 0.1 0.3 0.0
H -3.45103 -3.43192 0.13618 0.3 0.3 -0.7
H -6.14972 -2.01098 -0.49420 0.1 0.1 0.4
H -5.78238 -3.75248 -0.59359 -0.1 0.1 0.1
H -5.01189 -2.61677 -1.68729 -0.2 0.0 0.0
H -2.68448 -1.33055 0.09661 -0.1 0.2 0.1
C 0.02237 4.81071 -1.65084 -0.1 0.1 -0.2
C 0.42666 3.45346 -1.13656 0.8 -0.2 0.4
C 1.91103 3.38927 -0.76490 -0.2 0.1 0.0
O -0.30808 3.16663 0.05160 -0.7 0.0 -0.2
H -0.99139 4.82162 -2.05471 0.0 -0.1 0.0
H 0.72279 5.09404 -2.43842 -0.1 0.1 0.0
H 0.05171 5.56242 -0.86007 0.2 -0.1 0.1
H 0.25566 2.67835 -1.89333 -0.3 0.1 0.0
H 2.55038 3.63578 -1.61511 0.0 0.1 0.1
H 2.16415 2.38725 -0.41430 0.0 0.0 0.0
H 2.08014 4.05459 0.08344 0.2 0.2 -0.1
H -0.24610 2.21824 0.21413 0.0 0.2 0.0
C -2.55718 -0.74877 -3.49133 0.2 -0.4 0.4
C -2.25239 0.71976 -3.21985 0.6 0.2 -0.2
C -1.31708 1.39429 -4.19929 0.6 -0.5 -1.3
O -3.49128 1.42891 -3.21151 0.3 -0.1 0.5
H -1.72372 -1.43466 -3.66355 0.3 0.5 -0.4
H -3.26692 -0.83106 -4.31309 -0.1 -0.1 0.1
H -2.93513 -1.17735 -2.55718 -0.7 0.1 -0.2
H -1.71356 0.76756 -2.26094 -0.4 0.2 0.2
H -0.45044 0.73936 -4.35545 0.0 0.0 0.2
H -0.90027 2.37204 -3.96031 -0.4 0.0 0.6
H -1.71000 1.50140 -5.21687 -0.5 -0.1 0.2
H -4.04110 0.96143 -2.57073 -0.2 0.2 0.0
C -3.69156 3.83351 3.46486 -0.6 0.1 0.4
C -2.46776 3.10291 2.93864 -0.2 -0.1 0.1
C -2.82921 2.00225 1.93452 -0.9 0.0 0.0
O -1.56738 4.04798 2.37864 0.0 -0.1 0.0
H -3.48720 4.56479 4.25070 0.5 0.1 -0.2
H -4.38960 3.15357 3.96508 0.0 -0.2 -0.3
H -4.22657 4.36133 2.67277 0.1 -0.1 -0.1
H -1.97349 2.62780 3.79679 0.0 0.0 0.0
H -2.13248 1.16536 1.94230 0.2 0.1 -0.2
H -2.99013 2.39360 0.92588 0.5 0.1 0.0
H -3.81766 1.57619 2.13763 0.1 -0.1 0.4
H -1.34939 3.76725 1.47549 0.2 0.2 0.0
```
Forces are in eV/Å.

Calculated values
molar mass: 745.7 g mol⁻¹
charge: -1
HOMO level: -7.57 eV
electronic energy: -3070.064553 Ha
Kohn-Sham gap: 9.62 eV
relative energy (zero: lowest compared OMol25 entry of this formula, charge and spin): 0.00 kJ/mol

Here are the Mulliken charges for atoms 1 to 8, given in e: 2.171 -0.492 -0.369 -1.030 -0.700 0.393 -0.442 0.493

[2]
Molecular formula: C16H22Br2O
Method: DFT, ωB97M-V/def2-TZVPD

The geometry in XYZ format:
```
41
Properties=species:S:1:pos:R:3:forces:R:3
C -0.83010 1.65966 4.57847 0.0 0.2 -0.4
C -0.44605 0.39008 4.16379 -0.7 0.3 0.4
C 0.59069 0.25259 3.26611 0.2 -0.6 0.3
C 1.36316 1.34979 2.91243 -0.6 -0.1 -1.2
C 0.90032 2.63535 3.18245 0.6 -0.4 1.5
C -0.19253 2.77141 4.04527 0.1 0.2 0.0
H -1.65551 1.80920 5.26201 0.0 -0.1 0.1
H -0.99427 -0.45561 4.56217 0.1 -0.1 -0.2
H 0.80870 -0.73874 2.88507 0.3 0.1 0.1
H 2.21584 1.13225 2.27866 0.1 0.4 0.1
H 1.54001 3.49121 3.00830 -0.2 0.1 -0.5
H -0.53028 3.75392 4.35209 0.1 0.0 -0.1
C 2.61859 -2.64361 -3.25364 0.7 -0.1 -0.5
C 3.69502 -3.02215 -2.45907 -0.2 0.2 0.8
C 3.74969 -2.55219 -1.14975 0.3 0.2 -0.5
C 2.84269 -1.59766 -0.71845 -0.3 -0.2 0.7
C 1.75547 -1.22325 -1.49607 0.9 -0.1 -0.6
C 1.68571 -1.73278 -2.79555 -0.6 0.1 0.4
H 2.57247 -3.03152 -4.26434 -0.1 0.1 0.0
H 4.53979 -3.60440 -2.80225 -0.3 -0.4 -0.3
H 4.54701 -2.89870 -0.50406 0.1 0.2 0.0
H 2.99285 -1.14973 0.25870 -0.2 -0.1 0.0
H 1.05638 -0.49491 -1.11646 -0.2 0.0 -0.1
H 0.88306 -1.41056 -3.44684 0.0 -0.2 0.0
Br -1.49345 2.71211 -3.68691 0.1 -0.7 -0.3
C -1.43822 0.78050 -4.11633 0.3 -0.4 1.4
C -2.26567 0.04744 -3.07789 -1.5 -0.7 -0.4
Br -2.26692 -1.89180 -3.53711 0.2 0.5 0.2
H -0.43657 0.37781 -3.96816 0.3 0.7 -0.3
H -1.74064 0.59447 -5.13796 -0.3 0.2 0.0
H -3.33232 0.26517 -3.11470 0.1 0.3 -0.3
H -2.00929 0.11159 -2.02441 0.8 0.1 -0.2
C -2.77299 1.25986 1.01083 -0.3 -1.5 -1.2
C -2.40535 -0.23561 0.88137 2.0 1.2 1.3
O -1.12140 -0.38514 0.23812 -0.4 -0.1 -0.8
H -1.96449 1.79374 1.50467 -0.2 0.0 0.4
H -3.72976 1.28017 1.52916 0.1 0.6 0.2
H -2.87049 1.66344 0.00006 -0.2 0.2 0.1
H -3.10352 -0.89588 0.38103 -0.2 0.1 -0.1
H -2.18273 -0.54315 1.90899 -0.8 -0.5 0.0
H -0.57488 0.37563 0.46022 -0.1 0.0 0.2
```
Forces are in eV/Å.

Calculated values
molar mass: 390.2 g mol⁻¹
charge: 0
HOMO level: -9.22 eV
electronic energy: -5846.100830 Ha
SMILES: c1ccccc1.c1ccccc1.BrCCBr.CCO
Kohn-Sham gap: 9.79 eV
relative energy (zero: lowest compared OMol25 entry of this formula, charge and spin): 30.57 kJ/mol

Here are the Mulliken charges for atoms 1 to 8, given in e: -0.309 -0.468 -0.175 -0.509 -0.381 -0.386 0.363 0.405

[3]
Molecular formula: C2H11O3S
Method: DFT, ωB97M-V/def2-TZVPD

The geometry in XYZ format:
```
17
Properties=species:S:1:pos:R:3:forces:R:3
C 0.49867 0.41304 -1.73093 -0.4 -0.4 0.8
C -0.24942 0.97849 -0.50729 0.4 0.1 -0.4
S 0.87788 1.85256 0.65396 -0.5 0.2 -0.2
H 0.77140 1.22191 -2.40412 0.0 -0.1 -0.2
H 1.39721 -0.11552 -1.40815 0.1 0.2 0.0
H -0.14355 -0.34667 -2.19614 0.0 0.2 -0.5
H -1.02058 1.65777 -0.88625 0.0 0.1 0.1
H -0.78161 0.16578 -0.00956 0.1 0.0 0.1
H 1.64115 -1.00353 2.29118 -0.1 -0.3 0.0
H 1.29004 -0.07963 1.17579 -0.2 -0.7 -0.1
O 1.28420 -1.07576 1.39859 0.4 0.8 0.1
H 1.07259 -3.13803 -0.39604 -0.2 0.1 0.4
H -0.22611 -2.87959 -1.09992 -0.1 0.1 0.1
O 0.15820 -3.44795 -0.42536 0.2 -0.2 -0.4
H -1.52333 1.77702 1.47722 0.3 -0.4 0.3
H -2.70049 2.45245 2.10397 -0.1 -0.1 0.1
O -2.34628 1.56767 1.96303 0.0 0.5 -0.2
```
Forces are in eV/Å.

Calculated values
molar mass: 115.2 g mol⁻¹
charge: -1
HOMO level: -3.24 eV
electronic energy: -706.747859 Ha
Kohn-Sham gap: 7.11 eV
relative energy (zero: lowest compared OMol25 entry of this formula, charge and spin): 68.30 kJ/mol

Here are the Mulliken charges for atoms 1 to 8, given in e: -0.970 -0.823 -0.689 0.323 0.273 0.227 0.431 0.404

[4]
Molecular formula: C4H6N3O3S
Method: DFT, ωB97M-V/def2-TZVPD

The geometry in XYZ format:
```
17
Properties=species:S:1:pos:R:3:forces:R:3
C 1.85573 -0.54950 -1.58922 0.0 0.0 0.6
C 1.78938 -1.05800 -0.30429 0.7 0.0 0.4
C 0.15735 0.31583 -0.61015 -0.2 0.5 -0.5
C -1.02619 1.16215 -0.33257 0.1 0.0 0.2
N 0.82383 0.30507 -1.76826 -0.5 0.3 -0.4
N 0.71260 -0.50483 0.28527 -0.5 -0.6 0.7
N -0.12172 -0.72475 2.89305 1.5 0.4 -0.9
O -0.15525 1.67197 3.80621 0.1 -0.2 -0.2
O -1.18362 -0.43428 4.62252 -0.2 0.8 -0.3
O -2.18107 0.81465 2.73289 0.3 0.0 0.1
S -0.97243 0.53900 3.47899 -0.8 -0.5 1.1
H 2.56887 -0.74434 -2.36624 0.1 -0.2 -0.2
H 2.41766 -1.75424 0.21512 0.1 -0.3 0.0
H -0.70622 2.09008 0.14298 -0.1 0.1 0.0
H -1.53954 1.40013 -1.25975 0.0 0.0 -0.1
H -1.69455 0.66896 0.36913 -0.1 0.0 0.0
H -0.79537 -1.33027 2.45782 -0.5 -0.4 -0.4
```
Forces are in eV/Å.

Calculated values
molar mass: 176.2 g mol⁻¹
charge: -1
HOMO level (alpha / beta): -5.02 / -4.34 eV
electronic energy: -944.129727 Ha
Kohn-Sham gap (alpha / beta): 7.53 / 4.73 eV
relative energy (zero: lowest compared OMol25 entry of this formula, charge and spin): 173.76 kJ/mol

Here are the Mulliken charges for atoms 1 to 8, given in e: -0.257 -0.490 0.500 -0.946 -0.732 -0.054 -0.333 -0.612

[5]
Molecular formula: C5H14N2O
Method: DFT, ωB97M-V/def2-TZVPD

The geometry in XYZ format:
```
22
Properties=species:S:1:pos:R:3:forces:R:3
C -2.21221 -0.54396 0.52660 4.8 0.2 -3.0
C -0.92501 -1.07302 1.31927 -3.4 -2.4 -0.1
C 0.35234 -1.17174 0.51682 -2.6 1.4 -2.0
C 0.95320 0.21714 0.27942 -1.3 -0.8 -0.1
N 1.60033 0.26778 -1.02925 -0.3 3.6 2.1
C 0.69802 1.27740 1.12413 3.7 -1.0 -4.7
N 1.43119 2.48378 0.76760 -0.6 0.6 1.0
H -3.18035 -0.70231 0.81730 -2.1 -0.7 1.4
H -2.04967 -1.03286 -0.47580 -0.7 0.1 0.7
H -2.10074 0.49793 0.20976 0.0 0.2 0.5
H -1.28300 -2.11446 1.66851 0.9 1.3 -0.5
H -0.83362 -0.53659 2.21340 0.5 0.9 1.3
H 1.04116 -1.78171 0.95900 1.9 -1.5 1.6
H 0.08457 -1.78258 -0.42130 0.5 1.4 0.8
H 2.05975 1.22173 -1.02243 -0.4 -1.4 -0.5
H 2.32492 -0.39936 -1.14801 0.6 -0.9 0.1
H 0.06371 1.30083 1.91429 -1.6 -0.3 2.2
H 0.91254 2.92148 0.03976 -0.3 0.4 -1.2
H 1.34995 3.22312 1.47660 0.3 -0.8 0.1
O -0.24292 -0.99856 -3.58395 -0.9 -1.8 3.4
H 0.19945 -0.18315 -3.60032 1.1 2.0 -0.6
H -0.24361 -1.09091 -2.55139 -0.2 -0.1 -2.8
```
Forces are in eV/Å.

Calculated values
molar mass: 118.2 g mol⁻¹
charge: 0
HOMO level: -8.29 eV
electronic energy: -383.589336 Ha
SMILES: CCC/C(N)=C/N.O
Kohn-Sham gap: 9.13 eV
relative energy (zero: lowest compared OMol25 entry of this formula, charge and spin): 292.40 kJ/mol

Here are the Mulliken charges for atoms 1 to 8, given in e: -1.029 -0.849 -0.493 0.344 -0.489 -0.494 -0.708 0.455

[6]
Molecular formula: CH2N2O2S2
Method: DFT, ωB97M-V/def2-TZVPD

The geometry in XYZ format:
```
9
Properties=species:S:1:pos:R:3:forces:R:3
C -2.04529 0.57764 0.09457 -1.1 1.6 -0.4
N -2.95496 -0.10779 0.00640 -1.0 -0.5 0.3
N 1.68188 -0.03143 0.06697 -0.9 1.2 1.4
O -0.25845 -0.96036 1.16625 -0.1 -0.1 -1.4
O -0.17319 -1.00966 -1.40219 0.6 0.2 1.2
S -0.68285 1.54866 -0.09863 -0.1 -0.6 0.1
S 0.11189 -0.42504 -0.12107 1.8 -0.3 1.1
H 1.90042 0.65539 0.80231 -0.4 -0.9 -0.5
H 2.42056 -0.24740 -0.51461 1.2 -0.7 -1.8
```
Forces are in eV/Å.

Calculated values
molar mass: 138.2 g mol⁻¹
charge: 0
HOMO level: -10.53 eV
electronic energy: -1095.600443 Ha
Kohn-Sham gap: 10.05 eV
relative energy (zero: lowest compared OMol25 entry of this formula, charge and spin): 129.66 kJ/mol

Here are the Mulliken charges for atoms 1 to 8, given in e: 0.436 -0.369 -0.421 -0.516 -0.504 -0.126 1.049 0.242

Q: Which of these has the highest molar mass?
A: C18H56F6N12O10P

Q: molar mass of number 6 (CH2N2O2S2)?
A: 138.2 g mol⁻¹